No. 1
Computed, not measured: a structure of composition C36H35BaBr2N2O2P, with ωB97M-V/def2-TZVPD.

Each line ends with the Löwdin charge.
Geometry (Å):
Ba (2.06744, 1.49420, 0.59516)  1.836
C (-3.42500, 0.24841, -2.83354)  -0.033
C (-2.42104, -0.81754, -2.48910)  -0.260
C (-2.65663, -2.12263, -2.91536)  -0.050
C (-1.75046, -3.14384, -2.67557)  -0.081
C (-0.57152, -2.87343, -1.99930)  -0.085
C (-0.33187, -1.58565, -1.54966)  -0.105
C (-1.24010, -0.54947, -1.77740)  -0.326
P (-0.70631, 1.06519, -1.09970)  1.032
C (-2.26982, 1.82373, -0.48645)  -0.327
C (-2.81819, 1.07782, 0.55821)  -0.129
C (-3.99128, 1.44522, 1.19192)  -0.094
C (-4.63084, 2.60887, 0.79457)  -0.087
C (-4.09140, 3.36738, -0.23113)  -0.051
C (-2.92156, 2.99961, -0.89732)  -0.258
C (-2.44550, 3.87758, -2.02391)  -0.035
C (0.03587, 1.96040, -2.48615)  -0.364
C (0.00534, 1.43973, -3.78206)  -0.114
C (0.73114, 2.00978, -4.80875)  -0.115
C (1.52684, 3.12090, -4.51951)  -0.100
C (1.57470, 3.64704, -3.25109)  -0.069
C (0.82360, 3.10885, -2.17700)  -0.421
C (0.90837, 3.67487, -0.85709)  -0.320
H (-4.08776, -0.10102, -3.62539)  0.081
H (-2.93013, 1.15331, -3.18120)  0.065
H (-4.03746, 0.52093, -1.97241)  0.083
H (-3.56753, -2.33676, -3.46309)  0.108
H (-1.95989, -4.14527, -3.03064)  0.102
H (0.16113, -3.65308, -1.83214)  0.103
H (0.59998, -1.36062, -1.04067)  0.074
H (-2.31124, 0.16536, 0.85658)  0.079
H (-4.40313, 0.83430, 1.98629)  0.096
H (-5.54769, 2.92417, 1.27707)  0.100
H (-4.59647, 4.27504, -0.54106)  0.108
H (-3.15413, 4.68995, -2.18432)  0.077
H (-2.34334, 3.32497, -2.95623)  0.075
H (-1.46882, 4.30946, -1.80532)  0.068
H (-0.57802, 0.54968, -3.98433)  0.098
H (0.69934, 1.58769, -5.80458)  0.092
H (2.11846, 3.57626, -5.30589)  0.098
H (2.19583, 4.51456, -3.05481)  0.103
H (-0.01119, 3.63866, -0.26554)  -0.003
H (1.36480, 4.66224, -0.81382)  0.015
Br (3.00016, -1.39106, -3.81682)  0.783
C (3.75882, -1.95051, -2.17443)  -0.600
C (4.53500, -3.11834, -2.13771)  -0.171
C (5.08167, -3.54992, -0.96322)  -0.636
Br (6.12202, -5.13893, -0.96070)  0.752
C (4.87304, -2.83023, 0.23922)  -0.194
C (5.38473, -3.20733, 1.49991)  -0.035
C (5.11917, -2.44835, 2.60193)  -0.055
C (4.33021, -1.29341, 2.45043)  -0.162
N (3.83343, -0.90821, 1.29923)  0.035
C (4.09042, -1.65376, 0.18482)  -0.152
C (3.50331, -1.17549, -1.05199)  -0.475
O (2.78779, -0.11029, -1.05265)  -0.445
H (4.69535, -3.67700, -3.04886)  0.095
H (5.98686, -4.10259, 1.57977)  0.077
H (5.50434, -2.72213, 3.57462)  0.103
H (4.10489, -0.66732, 3.30990)  0.105
O (0.92692, 1.05378, 2.94835)  -0.200
C (0.46795, 0.20400, 3.72227)  -0.487
C (-0.46247, 0.57336, 4.85364)  -0.081
C (-1.87522, -0.06939, 4.76228)  -0.162
C (-2.05363, -1.09138, 3.64071)  -0.202
C (-1.29053, -2.39862, 3.85665)  -0.168
C (0.13647, -2.15840, 4.34520)  -0.163
N (0.80521, -1.09307, 3.60845)  0.096
H (-0.53157, 1.65773, 4.84580)  0.120
H (0.02224, 0.28612, 5.78897)  0.120
H (-2.60179, 0.72919, 4.61534)  0.108
H (-2.11840, -0.53688, 5.71954)  0.114
H (-1.74778, -0.63486, 2.69724)  0.089
H (-3.11639, -1.31299, 3.52920)  0.116
H (-1.27434, -2.96882, 2.92519)  0.115
H (-1.80210, -3.01585, 4.60017)  0.116
H (0.74362, -3.05706, 4.25000)  0.125
H (0.13294, -1.89454, 5.40385)  0.118
H (1.38318, -1.33432, 2.81549)  0.135

The value obtained for the HOMO energy is -5.9 eV. The largest force on an atom is 0.33 eV Å⁻¹. As for the molar mass: 855.80 g mol⁻¹. As for the LUMO energy: -0.150 eV. For the electronic energy, the calculation gives -195045.6287 eV.


No. 2
Computed, not measured: a structure of composition C36H35BaCl2N3OP2, with ωB97M-V/def2-TZVPD.

Each line ends with the Löwdin charge.
Geometry (Å):
Ba (-1.01504, -1.99655, 0.23649)  1.813
Cl (-0.33402, 2.03149, -3.00065)  0.718
C (-0.50342, 0.41765, -3.62185)  -0.569
C (-0.63620, 0.23563, -5.00934)  -0.110
C (-0.76438, -1.01893, -5.52311)  -0.605
Cl (-0.92353, -1.23113, -7.23178)  0.737
C (-0.76966, -2.15105, -4.66672)  -0.162
C (-0.89681, -3.48025, -5.12343)  0.001
C (-0.89029, -4.50943, -4.22646)  -0.030
C (-0.76599, -4.21041, -2.86143)  -0.145
N (-0.65106, -2.98802, -2.38725)  -0.025
C (-0.64078, -1.94823, -3.27420)  -0.170
C (-0.49355, -0.63038, -2.72587)  -0.436
O (-0.35692, -0.46751, -1.43216)  -0.487
H (-0.63194, 1.09675, -5.66284)  0.114
H (-0.99471, -3.66860, -6.18370)  0.101
H (-0.97786, -5.53689, -4.54894)  0.116
H (-0.76241, -5.01724, -2.13430)  0.113
C (-3.02779, -0.38745, 3.61315)  -0.528
P (-1.73988, 0.36662, 2.53483)  0.923
C (-2.49435, 1.83378, 1.78472)  -0.434
C (-2.12887, 2.15043, 0.47389)  -0.121
C (-2.67748, 3.25867, -0.15698)  -0.061
C (-3.59420, 4.05293, 0.51724)  -0.047
C (-3.96232, 3.74553, 1.82228)  -0.050
C (-3.41340, 2.64267, 2.45604)  -0.110
C (-0.54589, 1.05310, 3.75568)  -0.377
C (0.25066, 0.16930, 4.49054)  -0.122
C (1.17212, 0.63737, 5.41972)  -0.074
C (1.32140, 2.00571, 5.62416)  -0.073
C (0.54472, 2.89706, 4.89091)  -0.080
C (-0.37942, 2.42790, 3.95944)  -0.090
P (-4.65560, -0.60990, 2.74052)  1.057
C (-4.15253, -1.53285, 1.20507)  -0.430
C (-4.05324, -0.79165, 0.01994)  -0.145
C (-3.83232, -1.40965, -1.20776)  -0.105
C (-3.74983, -2.79709, -1.28095)  -0.125
C (-3.85258, -3.55252, -0.11566)  -0.120
C (-4.04206, -2.92650, 1.11894)  -0.135
C (-5.41635, -1.95430, 3.71166)  -0.417
C (-6.66752, -2.37900, 3.25398)  -0.111
C (-7.35685, -3.38247, 3.91412)  -0.063
C (-6.81734, -3.95741, 5.05773)  -0.064
C (-5.59110, -3.52228, 5.53534)  -0.069
C (-4.89144, -2.52646, 4.86471)  -0.100
H (-3.21347, 0.23269, 4.49359)  0.064
H (-2.62234, -1.34329, 3.95348)  0.036
H (-1.43789, 1.51975, -0.07979)  0.064
H (-2.39550, 3.48997, -1.17591)  0.094
H (-4.02953, 4.91240, 0.02487)  0.117
H (-4.68283, 4.36240, 2.34235)  0.117
H (-3.71371, 2.40712, 3.47027)  0.108
H (0.12218, -0.90341, 4.36870)  0.108
H (1.75800, -0.06431, 6.00034)  0.118
H (2.01963, 2.37244, 6.36539)  0.118
H (0.64294, 3.96265, 5.05411)  0.121
H (-0.98168, 3.13392, 3.40274)  0.107
H (-4.18671, 0.28252, 0.05473)  0.104
H (-3.75752, -0.81139, -2.10749)  0.128
H (-3.62392, -3.28371, -2.23899)  0.118
H (-3.81829, -4.63396, -0.16988)  0.120
H (-4.16545, -3.53050, 2.01080)  0.116
H (-7.10762, -1.91789, 2.37647)  0.108
H (-8.32188, -3.70425, 3.54607)  0.114
H (-7.35991, -4.73206, 5.58244)  0.113
H (-5.17782, -3.95360, 6.43741)  0.111
H (-3.94390, -2.19686, 5.27165)  0.087
N (2.61039, 1.92958, 2.53348)  0.201
C (2.51413, 1.67339, 1.05059)  -0.102
C (1.36755, 0.72725, 0.72640)  -0.273
N (1.48686, -0.64138, 1.23921)  -0.047
H (3.32636, 2.62397, 2.75091)  0.178
H (2.83989, 1.07894, 3.05061)  0.153
H (1.71589, 2.26951, 2.92613)  0.114
H (3.48170, 1.28686, 0.73305)  0.138
H (2.35108, 2.64033, 0.57732)  0.142
H (1.23947, 0.68045, -0.35534)  0.100
H (0.44096, 1.15697, 1.11007)  0.067
H (1.45590, -0.68399, 2.25281)  0.043
H (2.34206, -1.08153, 0.91569)  0.095

The value obtained for the HOMO energy is -11.9 eV. The largest force on an atom is 0.26 eV Å⁻¹. As for the molar mass: 795.88 g mol⁻¹. As for the net charge: +2. As for the LUMO energy: -5.193 eV. For the electronic energy, the calculation gives -88724.7318 eV.


No. 3
Computed, not measured: a structure of composition C36H35CaClI2N11O3P, with ωB97M-V/def2-TZVPD.

Each line ends with the Löwdin charge.
Geometry (Å):
Ca (-0.98212, -0.68008, -0.73856)  1.361
I (-0.17002, 1.92461, -8.17254)  0.829
C (-0.65153, 1.04028, -6.36406)  -0.780
C (-1.91998, 0.52439, -6.15218)  -0.251
C (-2.21715, -0.07503, -4.93846)  -0.669
I (-4.12082, -0.83724, -4.65983)  0.895
C (-1.28728, -0.18205, -3.88249)  -0.499
O (-1.59158, -0.74489, -2.76481)  -0.333
C (0.00512, 0.36691, -4.12762)  -0.155
C (1.12488, 0.45597, -3.09963)  -0.178
N (1.17942, -0.62401, -2.10267)  -0.119
C (1.63469, -1.87000, -2.70318)  -0.145
C (1.10992, -3.15015, -2.08971)  -0.258
C (1.80265, -4.33692, -2.30827)  -0.026
C (1.23012, -5.53380, -1.92720)  -0.066
C (-0.02611, -5.51376, -1.33993)  -0.069
C (-0.61825, -4.28485, -1.11369)  -0.146
N (-0.06214, -3.11969, -1.45485)  0.079
C (0.29513, 0.94731, -5.35609)  -0.138
H (-2.67324, 0.58046, -6.92539)  0.072
H (1.05784, 1.38797, -2.53751)  0.090
H (2.07043, 0.49921, -3.66046)  0.117
H (1.80207, -0.31663, -1.36254)  0.069
H (2.73049, -1.91775, -2.76849)  0.125
H (1.27220, -1.87513, -3.73758)  0.139
H (2.76950, -4.30957, -2.79380)  0.113
H (1.74536, -6.46986, -2.10126)  0.107
H (-0.54051, -6.42203, -1.05828)  0.102
H (-1.57906, -4.20500, -0.62051)  0.099
H (1.29043, 1.34388, -5.52161)  0.093
C (-0.66677, 5.56344, -0.07482)  -0.038
N (-0.80665, 4.23601, -0.64757)  -0.133
C (-1.55746, 3.94319, -1.75256)  -0.043
C (-1.46599, 2.59621, -1.93568)  -0.100
N (-0.65798, 2.05625, -0.97248)  0.047
C (-0.27817, 3.05858, -0.20865)  -0.467
P (0.64689, 2.96153, 1.33449)  1.159
C (2.27122, 2.34402, 0.80491)  -0.462
N (2.56829, 1.57431, -0.22289)  0.077
C (3.93047, 1.44932, -0.21563)  -0.150
C (4.45795, 2.13377, 0.83975)  -0.073
N (3.39940, 2.71206, 1.47996)  -0.136
C (3.50835, 3.56192, 2.65579)  -0.036
C (-0.05651, 1.51042, 2.15345)  -0.463
N (0.01137, 0.25124, 1.76041)  0.059
C (-0.52215, -0.48511, 2.78263)  -0.139
C (-0.92880, 0.33744, 3.79043)  -0.051
N (-0.64310, 1.60778, 3.37970)  -0.122
C (-0.95495, 2.81154, 4.13457)  -0.032
H (-0.97180, 6.28299, -0.83114)  0.090
H (-1.29756, 5.68327, 0.80560)  0.087
H (0.36883, 5.75838, 0.19634)  0.077
H (-2.07908, 4.71017, -2.29640)  0.121
H (-1.94235, 1.99531, -2.69048)  0.110
H (4.45476, 0.87492, -0.96087)  0.102
H (5.46766, 2.27154, 1.18258)  0.116
H (4.55643, 3.59251, 2.94337)  0.088
H (3.16401, 4.57129, 2.43879)  0.084
H (2.93160, 3.15249, 3.48353)  0.083
H (-0.59698, -1.55659, 2.72508)  0.096
H (-1.43187, 0.14594, 4.72151)  0.126
H (-1.77825, 2.57846, 4.80638)  0.092
H (-0.09024, 3.14982, 4.70407)  0.087
H (-1.27841, 3.60239, 3.46263)  0.072
Cl (-5.70579, 0.32145, 5.11686)  0.618
C (-4.83659, 0.31380, 3.60042)  -0.687
C (-4.58972, 1.53531, 2.93986)  -0.113
C (-3.90906, 1.57753, 1.75748)  -0.006
C (-3.39294, 0.38431, 1.15100)  -0.385
O (-2.73683, 0.42445, 0.07491)  -0.183
C (-3.66221, -0.83997, 1.84254)  -0.147
C (-3.12810, -2.09550, 1.40391)  -0.208
O (-2.28539, -2.27233, 0.52275)  -0.110
C (-4.40160, -0.85190, 3.04421)  -0.081
H (-4.96659, 2.44914, 3.38395)  0.101
H (-3.73653, 2.51136, 1.23832)  0.111
H (-3.50128, -2.98336, 1.94519)  0.130
H (-4.59710, -1.79675, 3.53897)  0.112
N (1.97474, -5.53534, 2.56974)  0.124
C (2.27716, -4.25175, 2.17098)  -0.374
C (1.31821, -3.48106, 1.48426)  -0.092
N (1.56549, -2.24983, 1.10699)  0.083
C (2.75882, -1.73852, 1.43890)  -0.133
C (3.68841, -2.49809, 2.11355)  -0.124
N (3.46510, -3.76381, 2.48033)  0.120
H (1.26711, -6.02421, 2.04900)  0.086
H (2.76801, -6.08926, 2.84839)  0.094
H (0.34492, -3.89699, 1.25707)  0.101
H (2.95635, -0.71325, 1.15832)  0.075
H (4.65278, -2.07475, 2.36853)  0.102

The value obtained for the HOMO energy is -6.7 eV. The largest force on an atom is 0.88 eV Å⁻¹. As for the molar mass: 1030.06 g mol⁻¹. As for the LUMO energy: 0.156 eV. For the electronic energy, the calculation gives -116890.1695 eV.


| no. | Kohn-Sham gap (eV) |
| --- | --- |
| 1 | 5.73 |
| 2 | 6.68 |
| 3 | 6.86 |